{"formula": "C31H36N7O4STc", "method": "ωB97M-V/def2-TZVPD", "elements": ["Tc", "C", "C", "C", "C", "C", "N", "C", "C", "C", "N", "C", "C", "C", "C", "C", "C", "C", "C", "N", "C", "C", "C", "N", "C", "C", "C", "C", "O", "C", "O", "H", "H", "H", "H", "H", "H", "H", "H", "H", "H", "H", "H", "H", "H", "H", "H", "H", "H", "H", "H", "H", "H", "H", "H", "H", "H", "H", "H", "O", "N", "O", "N", "C", "S", "N", "C", "C", "C", "C", "C", "C", "H", "H", "H", "H", "H", "H", "H", "H"], "positions_angstrom": [[9.85616, 15.63468, 11.88631], [14.09917, 13.86237, 6.24264], [13.01246, 14.18177, 7.25894], [11.71364, 14.47759, 6.84175], [10.77447, 14.87047, 7.72126], [9.37229, 15.19326, 7.24263], [9.01267, 16.38882, 6.85307], [9.82564, 17.58413, 6.71316], [10.25353, 18.36020, 7.97208], [9.22696, 18.88117, 8.89597], [9.76216, 20.06262, 9.54520], [9.72924, 20.41130, 10.75502], [9.12544, 19.81357, 11.97519], [8.59338, 20.83182, 12.78573], [8.17817, 20.60641, 14.08953], [7.59342, 21.68335, 15.00160], [8.44645, 19.32561, 14.60366], [9.01421, 18.23446, 13.79164], [9.42892, 17.03827, 14.49831], [9.95370, 16.03754, 13.94022], [10.51927, 14.98384, 14.86303], [11.98507, 14.68783, 14.42994], [12.57023, 15.46093, 13.25680], [11.93328, 15.15443, 11.97745], [12.68458, 14.78752, 10.98902], [12.27665, 14.58521, 9.61395], [13.17799, 14.12346, 8.68744], [10.99070, 14.98228, 9.09159], [10.10095, 15.46568, 9.87369], [9.36920, 18.50070, 12.46747], [9.91124, 17.60439, 11.62370], [14.63471, 14.69289, 5.84162], [13.72406, 13.26964, 5.46752], [14.89492, 13.26272, 6.77705], [11.58446, 14.39624, 5.77539], [8.60191, 14.41215, 7.18433], [8.01260, 16.46365, 6.71122], [9.29069, 18.25292, 6.09258], [10.78700, 17.34802, 6.16509], [10.86194, 19.11901, 7.49048], [11.03337, 17.83653, 8.53561], [8.96317, 18.12007, 9.66198], [8.32766, 19.20427, 8.42514], [10.23955, 20.72944, 8.92470], [10.08308, 21.39864, 10.88229], [8.48809, 21.80540, 12.42583], [7.06421, 22.45542, 14.35133], [8.28799, 22.23591, 15.61546], [6.86786, 21.26965, 15.70961], [8.30843, 19.05661, 15.64637], [9.41279, 17.02879, 15.58914], [9.82802, 14.08496, 14.71937], [10.40540, 15.33441, 15.88094], [12.04359, 13.63593, 14.03889], [12.64777, 14.69092, 15.34723], [13.60187, 15.08377, 13.14107], [12.65271, 16.52244, 13.44727], [13.74515, 14.66957, 11.24303], [14.17142, 13.81472, 9.01787], [7.36350, 16.41590, 10.13968], [6.97926, 16.24096, 11.24598], [7.88242, 15.81319, 12.19606], [7.34554, 13.42928, 13.45317], [8.15123, 12.66310, 12.77079], [9.69222, 13.17254, 12.05482], [7.90508, 11.34863, 12.68878], [8.74833, 10.34534, 12.18041], [9.32529, 9.40984, 12.99026], [10.07942, 8.37856, 12.49756], [10.27166, 8.28630, 11.11983], [9.60270, 9.17223, 10.30629], [8.85830, 10.17279, 10.82804], [7.43045, 14.40596, 13.34040], [6.43093, 13.08108, 13.71312], [7.06674, 11.06376, 13.12617], [9.25598, 9.48676, 14.08030], [10.58113, 7.74736, 13.20026], [10.86136, 7.51103, 10.70013], [9.59116, 9.01188, 9.21881], [8.42340, 10.92894, 10.16846]], "forces_ev_per_angstrom": [[0.56, -0.84, -0.68], [1.07, -0.90, 3.01], [-0.31, -0.28, 1.59], [2.57, -0.56, -1.17], [-3.02, 0.85, 0.26], [0.76, 1.14, -0.07], [-0.06, -2.28, 1.12], [2.01, -0.09, 0.25], [1.54, -1.21, -1.03], [-0.43, -0.66, 1.32], [0.75, -0.23, -1.42], [-1.41, -0.51, 2.04], [1.04, 0.85, -0.42], [-0.05, -1.80, 0.97], [0.23, -0.85, 1.58], [-1.21, 0.63, -1.43], [0.88, -1.40, -1.64], [-0.84, 2.04, 1.66], [-0.26, 1.63, 0.03], [0.54, -2.18, 0.11], [-0.85, -0.69, -1.74], [0.01, -1.92, 0.59], [1.45, -0.65, 0.53], [-0.72, 0.93, -0.61], [-0.33, 0.00, 0.37], [-1.39, 0.29, -0.52], [2.22, 0.16, -2.42], [2.15, -0.68, 0.93], [-1.99, 0.86, 1.42], [-0.28, -0.24, -1.38], [-0.02, 0.60, 0.82], [0.00, 0.94, -0.23], [-0.58, -0.86, -1.26], [-0.80, 0.46, -0.67], [-0.65, 0.18, -0.25], [0.17, 0.37, 0.21], [-0.11, 0.31, -0.47], [-0.74, 0.54, -0.75], [-1.21, -0.11, 0.56], [-0.18, 0.79, 0.04], [-0.34, -0.39, 0.04], [0.18, 0.63, -0.44], [-0.81, 0.19, -0.64], [-0.36, -0.36, 0.13], [0.52, 1.00, 0.42], [-0.02, 1.47, -0.77], [0.54, -0.96, 0.94], [0.68, -0.04, -0.07], [0.01, -0.06, -0.35], [-0.27, 0.38, -0.01], [-0.22, 0.33, -0.07], [1.21, 1.02, 0.33], [0.25, 0.05, 0.18], [-0.27, 0.65, 0.74], [-0.56, 0.34, -1.22], [-0.20, 0.35, 0.37], [-0.31, 0.42, -0.28], [-0.16, -0.18, -0.39], [-0.19, 0.03, 0.11], [0.64, -0.26, 0.94], [-0.85, 0.04, 0.14], [0.14, 0.47, -1.35], [-0.91, -0.43, 0.30], [1.74, -1.76, -0.81], [-0.68, 0.52, 0.36], [0.17, 2.13, 0.38], [0.05, -0.76, -0.64], [0.10, 0.14, 2.23], [0.67, 0.22, -0.93], [-0.52, -0.13, 0.95], [0.43, -1.11, -1.69], [-0.69, 1.97, -0.84], [-0.04, 1.25, -0.15], [0.09, 0.02, 0.16], [-0.97, -0.62, 0.53], [-0.22, 0.10, -0.33], [0.12, -0.50, 0.09], [0.43, -0.58, -0.27], [0.29, 0.24, 0.52], [-0.17, -0.40, 0.13]], "lowdin_charge": [1.569, -0.015, -0.190, 0.015, -0.140, 0.130, 0.137, -0.101, -0.144, -0.134, 0.113, 0.059, -0.067, 0.044, -0.212, -0.019, 0.097, -0.095, -0.064, -0.115, -0.150, -0.151, -0.211, -0.132, -0.024, -0.111, 0.051, -0.320, -0.227, -0.258, -0.239, 0.082, 0.066, 0.112, 0.144, 0.176, 0.181, 0.128, 0.167, 0.130, 0.129, 0.104, 0.145, 0.196, 0.151, 0.120, 0.114, 0.086, 0.091, 0.133, 0.153, 0.106, 0.114, 0.114, 0.149, 0.129, 0.127, 0.154, 0.136, -0.011, -0.075, -0.388, 0.170, -0.665, 0.759, 0.086, -0.328, -0.025, -0.039, -0.035, -0.073, -0.068, 0.045, 0.151, 0.158, 0.132, 0.116, 0.110, 0.128, 0.121], "lumo_ev": [-8.4, -9.1], "multiplicity": 4, "max_force_ev_per_a": 3.3, "orbital_gap_ev": [7.124, 6.438], "e_above_lowest_kj_mol": 58.1, "charge": 3, "s2": 3.7744, "energy_ha": -2365.18126, "homo_ev": [-15.6, -15.6]}